# 1
This record from the OMol25 dataset describes a 6-piece molecular cluster, C35H40BF15O16 overall at a distorted geometry. The level of theory is ωB97M-V with the def2-TZVPD basis set.

- Relative energy (zero: lowest compared OMol25 entry of this formula, charge and spin): 753.0 kJ/mol
- Total charge: 0
- LUMO energy: 0.248 eV
- Kohn-Sham gap: 8.3 eV
- Molecular weight: 1012.5 g/mol
- SMILES: Cc1ccc(C(C)C)c(OCB(CCCF)CCC(F)(F)C(F)(F)C(F)(F)C(F)(F)F)c1.O=C1OC[C@@H](F)O1.O=C1OC[C@@H](F)O1.O=C1OC[C@@H](F)O1.O=C1OC[C@@H](F)O1.O=C1OC[C@@H](F)O1

Each line ends with the Mulliken charge.
Positions of all 107 atoms, in Å:
C -0.14553 3.65649 -4.01896  -0.9817
C -0.40405 2.08927 -4.17514  0.3576
C -1.62176 1.43248 -4.87951  -0.8348
C -1.71905 -0.12769 -4.92323  -0.5259
C -0.63404 -1.06923 -4.28471  0.8098
C -0.76074 -2.67351 -4.37708  0.8672
C -2.23675 -3.18443 -4.72734  -1.3772
C 0.19331 -3.14600 -5.61452  -1.2066
C 0.57311 -0.41239 -3.56508  0.0839
O 1.62596 -1.12595 -2.90393  -0.4988
C 1.11306 -1.73751 -1.68169  -0.5558
B 1.30298 -0.78671 -0.34167  0.4432
C 0.40046 0.52692 -0.01449  -0.2328
C 1.11208 1.93851 -0.32524  0.1547
C 1.20311 2.91242 0.97189  -0.4169
F -0.17436 3.36781 1.19260  -0.3853
C 2.48685 -1.30353 0.69513  -0.4486
C 3.53178 -0.09544 1.05422  -0.4069
C 4.93283 -0.64580 1.55202  0.9047
F 4.67355 -1.91724 2.19378  -0.3069
F 5.43566 0.20031 2.58455  -0.3404
C 6.06478 -0.89975 0.46117  0.4982
F 6.41275 -2.29735 0.49748  -0.3086
F 7.25444 -0.22726 0.91366  -0.2914
C 5.72968 -0.56108 -1.05591  0.5880
F 6.84025 -1.07012 -1.82357  -0.3408
F 4.59955 -1.25065 -1.58346  -0.1561
C 5.70679 1.02935 -1.40802  0.5607
F 6.74412 1.36886 -2.31797  -0.2609
F 4.48860 1.26428 -2.12187  -0.1968
F 5.70210 1.85628 -0.27259  -0.2162
C 0.65397 1.13006 -3.55331  -0.1154
H 0.72852 3.78008 -3.27370  0.2372
H -1.02798 4.22888 -3.54909  0.2837
H 0.20421 4.13848 -4.99609  0.3219
H -2.40530 2.13582 -5.31658  0.2798
H -2.64609 -0.54710 -5.45881  0.0629
H -0.33140 -3.20057 -3.45095  0.0754
H -2.99661 -3.03059 -3.88876  0.2973
H -2.20850 -4.32251 -4.92586  0.3776
H -2.60897 -2.71330 -5.70731  0.2849
H -0.15171 -4.14430 -6.06815  0.3678
H 0.06914 -2.33137 -6.41995  0.2910
H 1.29788 -3.14678 -5.32300  0.2776
H 1.71572 -2.71521 -1.53312  0.0054
H 0.01252 -2.04043 -1.75274  0.3733
H -0.58030 0.47314 -0.62313  0.1510
H 0.10178 0.48372 1.09575  0.2296
H 2.11556 1.85785 -0.87765  -0.1323
H 0.41079 2.50161 -1.05302  0.1048
H 1.78536 3.86283 0.67770  0.3909
H 1.64161 2.39396 1.88789  0.1502
H 1.94418 -1.58014 1.67421  0.2294
H 3.05780 -2.17661 0.23509  0.2728
H 3.56051 0.67528 0.21764  -0.1724
H 3.04637 0.44007 1.95789  0.2526
H 1.56684 1.61199 -3.04117  0.2229
C 0.51561 5.98707 2.65191  -0.1447
C 1.66277 5.86118 3.60220  0.3692
O 1.71776 7.13429 4.21295  -0.3265
C 0.43745 7.60273 4.19195  0.5531
O 0.04713 8.52078 4.85176  -0.5112
O -0.34489 6.89131 3.33216  -0.3393
F 2.82552 5.65129 2.93729  -0.2923
H 0.80942 6.41898 1.69072  0.2489
H 0.01923 5.03399 2.47047  0.1335
H 1.53028 5.09137 4.36816  0.3224
C -1.69823 -3.99037 3.38032  -0.1979
C -1.33084 -4.45071 2.00644  0.4559
O -1.05311 -3.24175 1.32656  -0.3129
C -0.60755 -2.38211 2.28425  0.5803
O -0.02530 -1.35739 2.04928  -0.5907
O -0.89389 -2.82680 3.53599  -0.3343
F -2.37706 -5.05606 1.39826  -0.2907
H -2.74964 -3.71764 3.46655  0.0058
H -1.46595 -4.73201 4.14325  0.1807
H -0.45360 -5.10372 1.96910  0.3283
C -6.31336 -1.79110 3.67677  -0.4168
C -6.88890 -2.13385 5.01403  0.2786
O -5.94821 -3.04378 5.54665  -0.2658
C -4.75307 -2.69586 4.99310  0.6606
O -3.69085 -3.06047 5.40313  -0.4675
O -4.91577 -1.87451 3.91747  -0.2736
F -8.07773 -2.76954 4.88383  -0.2985
H -6.59195 -2.51000 2.90115  0.2971
H -6.59569 -0.79077 3.34543  0.2543
H -6.99754 -1.28020 5.68939  0.2947
C 0.85918 9.04765 -5.06451  -0.4538
C -0.04480 8.09449 -5.77932  0.2935
O 0.46301 6.82897 -5.40897  -0.2599
C 1.01339 7.00539 -4.17471  0.6024
O 1.29838 6.11225 -3.43236  -0.4547
O 1.19209 8.32568 -3.88713  -0.3186
F 0.06977 8.22892 -7.12194  -0.2779
H 1.77137 9.26572 -5.62699  0.2827
H 0.36386 9.98871 -4.82111  0.2668
H -1.09675 8.16785 -5.48834  0.2926
C -3.19102 -8.34417 6.24541  -0.4203
C -2.75085 -8.93335 4.94338  0.2925
O -3.31750 -8.06092 3.98683  -0.2872
C -3.39138 -6.84736 4.60127  0.5973
O -3.56476 -5.81196 4.02618  -0.4305
O -3.23597 -6.95509 5.95026  -0.2640
F -3.27641 -10.16825 4.76542  -0.2872
H -4.18583 -8.68374 6.54700  0.2904
H -2.48953 -8.55116 7.05484  0.2630
H -1.66567 -8.97014 4.81001  0.2738

---

# 2
This record from the OMol25 dataset describes C35H40Cl3FN3O4PPtSi as an isolated structure at a distorted geometry. The level of theory is ωB97M-V with the def2-TZVPD basis set.

- Relative energy (zero: lowest compared OMol25 entry of this formula, charge and spin): 130.4 kJ/mol
- Total charge: 0
- LUMO energy (spin up / spin down): -0.763 / -0.764 eV
- Kohn-Sham gap (spin up / spin down): 6.5 / 6.5 eV
- Molecular weight: 946.2 g/mol

Each line ends with the Mulliken charge.
Positions of all 89 atoms, in Å:
Pt -0.40430 -1.41698 -0.52124  1.3910
C -0.39612 0.42615 3.02030  -0.3736
Si 0.28704 -1.28828 2.63715  -0.3312
C 2.07753 -1.12014 2.04305  -0.3707
C 0.31899 -2.29925 4.23748  -1.2620
N -0.60126 -2.07833 1.36683  0.6224
C -1.52091 -3.09379 1.56257  0.5707
C -2.40512 -3.11972 2.65361  -0.4856
C -3.31232 -4.14917 2.84020  -0.9148
C -3.37986 -5.20532 1.94602  -0.5025
C -2.51550 -5.22547 0.86024  -0.6059
C -1.62410 -4.19263 0.69029  0.3522
F -0.77373 -4.25996 -0.36841  -0.2736
H 0.38353 1.07670 3.42494  0.4126
H -1.22214 0.39454 3.73401  0.3776
H -0.76790 0.87436 2.10479  -0.3751
H 2.58456 -0.31111 2.57503  0.5425
H 2.10560 -0.88820 0.97655  -0.4773
H 2.64396 -2.03859 2.20768  0.1714
H 1.26325 -2.12710 4.75918  0.4603
H 0.23344 -3.37062 4.04463  0.3365
H -0.48589 -2.01751 4.91848  0.3383
H -2.37744 -2.29007 3.34972  0.3841
H -3.98140 -4.12128 3.69101  0.4032
H -4.09502 -6.00441 2.08516  0.3797
H -2.52148 -6.03895 0.14665  0.4663
Cl -2.23395 -3.20428 -3.69774  -0.1404
C -2.63268 -1.62330 -2.99539  0.7110
Cl -2.93851 -1.85052 -1.25995  -0.0951
Cl -4.11252 -1.00166 -3.72116  -0.1266
C -1.38605 -0.66158 -3.33896  0.0120
O -1.49785 -0.05023 -4.37957  -0.6352
O -0.40882 -0.69931 -2.54038  -0.8206
O -1.65056 0.87034 -0.69582  0.0762
P -1.38620 2.32524 -0.51302  0.3451
C 0.35425 2.70459 -0.15338  0.1502
C 0.75970 3.80031 0.60207  -0.6558
C 2.11031 4.03836 0.80384  -0.8180
C 3.05777 3.19040 0.24765  -1.0231
C 2.65589 2.10000 -0.50968  -0.0852
C 1.30596 1.85414 -0.70734  0.8083
C -1.77319 3.29931 -1.98687  0.9952
C -1.28366 4.58813 -2.18529  -0.6697
C -1.63464 5.29037 -3.32629  -0.7287
C -2.46279 4.70460 -4.27577  -0.5124
C -2.94218 3.41768 -4.08340  -0.7544
C -2.60118 2.71420 -2.93866  -0.4306
C -2.42166 2.97934 0.82603  0.6359
C -3.07712 2.02640 1.60269  -0.4433
C -3.90149 2.42555 2.64279  -0.8698
C -4.07267 3.77671 2.90803  -0.5712
C -3.43154 4.72781 2.12773  -0.7802
C -2.61314 4.33395 1.08044  -0.3268
H 0.02640 4.45471 1.05588  0.3670
H 2.42170 4.89060 1.39443  0.4318
H 4.11102 3.38641 0.40468  0.4035
H 3.39678 1.43868 -0.94293  -0.0197
H 0.97217 1.00368 -1.29317  0.3638
H -0.61134 5.03709 -1.46307  0.3445
H -1.25164 6.29071 -3.48284  0.4070
H -2.72676 5.25334 -5.17068  0.3900
H -3.57402 2.95048 -4.82702  0.4242
H -2.95255 1.70163 -2.79408  0.2966
H -2.93801 0.97808 1.36987  0.6311
H -4.41625 1.68368 3.23960  0.4585
H -4.72105 4.09225 3.71553  0.3820
H -3.57782 5.78181 2.32699  0.4145
H -2.14236 5.08109 0.45289  0.3794
C 2.89021 -0.34075 -2.85525  -1.1166
N 3.48291 -1.21656 -1.85406  0.6705
C 4.93511 -1.22002 -1.77195  -0.7290
C 5.43886 -2.57549 -1.31454  -0.7877
C 4.70062 -2.94310 -0.04047  -0.6705
N 3.27113 -2.94684 -0.29654  0.6477
C 2.47429 -3.99631 0.32021  -1.5922
C 2.70172 -2.14771 -1.24075  0.0138
O 1.49225 -2.24498 -1.52903  -0.9521
H 3.15849 0.69742 -2.64709  0.4271
H 1.80838 -0.44596 -2.84210  0.0691
H 3.25168 -0.60138 -3.85369  0.3873
H 5.27830 -0.44132 -1.07991  0.2869
H 5.33222 -0.97836 -2.75961  0.4335
H 6.51598 -2.54690 -1.15448  0.3722
H 5.21641 -3.32062 -2.08170  0.3278
H 4.94254 -2.22779 0.75498  0.2051
H 4.99134 -3.93681 0.29980  0.4692
H 2.74513 -4.08685 1.37209  0.4567
H 2.63778 -4.95747 -0.17583  0.3512
H 1.42351 -3.73782 0.24530  0.5727

---

# 3
This record from the OMol25 dataset describes C35H40KN4O4PSSe2 as an isolated structure at a distorted geometry. The level of theory is ωB97M-V with the def2-TZVPD basis set.

- Relative energy (zero: lowest compared OMol25 entry of this formula, charge and spin): 107.9 kJ/mol
- Total charge: -2
- LUMO energy: 4.031 eV
- Kohn-Sham gap: 5.5 eV
- Molecular weight: 840.8 g/mol

Each line ends with the Mulliken charge.
Positions of all 88 atoms, in Å:
K 0.00690 0.30313 1.01268  0.9639
C 0.34544 2.16887 -2.31063  -1.0023
C -0.39557 3.10681 -1.40745  0.9012
C -1.38563 3.96304 -1.96554  -1.1558
C -2.06475 4.80125 -1.13857  -0.9723
C -1.76630 4.82421 0.24677  1.4328
C -2.46212 5.67645 1.13642  -0.9675
C -2.10702 5.65980 2.45789  -0.5038
C -1.07229 4.84029 2.91745  -0.5571
C -0.34353 3.99069 2.10125  0.1916
S 0.95668 3.03863 2.74926  -0.4504
C -0.74466 3.97446 0.70948  -0.6947
N -0.09606 3.12776 -0.13745  0.5655
H -0.31063 1.74110 -3.06788  0.5236
H 0.79295 1.34133 -1.76670  -0.3495
H 1.13781 2.70791 -2.83489  0.2448
H -1.59197 3.91348 -3.02777  0.4602
H -2.84505 5.45468 -1.52033  0.3030
H -3.25636 6.30867 0.75731  0.3072
H -2.62830 6.29249 3.16813  0.3374
H -0.81115 4.86198 3.96914  0.3714
C 4.72769 -1.48949 3.11433  -1.1481
Se 4.29851 -0.41794 1.56478  0.1885
C 4.44422 -1.72680 0.10778  -0.2516
C 3.99746 -3.13088 0.50824  -1.0105
Se 2.07181 -3.34163 0.71914  0.2158
C 1.68799 -4.03569 -1.05205  -0.9539
H 5.64296 -2.06128 2.95571  0.3766
H 3.90355 -2.15109 3.37817  0.2752
H 4.90068 -0.79508 3.93761  0.3458
H 5.46430 -1.74288 -0.29619  0.4460
H 3.78596 -1.30262 -0.64856  -0.0657
H 4.42755 -3.43246 1.46261  0.4194
H 4.35476 -3.86504 -0.22436  0.4516
H 2.32197 -4.90027 -1.26248  0.4975
H 1.81390 -3.27189 -1.81598  0.2615
H 0.64820 -4.35570 -1.04487  0.1138
N 1.57822 -1.77815 3.47451  -0.0306
C 0.42272 -2.53243 3.94954  -0.6329
C -0.94117 -1.94523 3.49932  0.4597
O -1.95732 -2.54266 3.88059  -0.8285
O -0.88386 -0.92036 2.77571  -0.8976
H 2.01157 -1.25502 4.22889  0.2949
H 1.16379 -1.06533 2.86030  -0.1850
H 0.40536 -2.59738 5.04326  0.3015
H 0.46046 -3.56191 3.57409  0.1391
O 0.63931 -1.09242 -3.23087  -0.8607
C 0.08158 -1.30877 -2.15732  -0.2005
O 0.36295 -0.85745 -1.01139  0.4667
C -1.14928 -2.25279 -2.09296  -1.2260
P -1.60948 -2.42470 -0.31163  0.8194
C -2.62224 -0.90155 -0.03650  -0.2190
C -3.39770 -0.88005 1.12202  -0.3240
C -4.18296 0.21635 1.42393  -0.7763
C -4.20253 1.31846 0.58021  -0.5752
C -3.42802 1.31141 -0.56575  -0.3064
C -2.63190 0.21406 -0.86554  0.3778
C -3.02274 -3.60473 -0.49186  -0.1649
C -4.16868 -3.36935 -1.24553  -0.1368
C -5.15546 -4.32930 -1.36211  -0.6733
C -5.01851 -5.55275 -0.71800  -0.4143
C -3.89009 -5.80011 0.04484  -0.5286
C -2.90265 -4.82952 0.15617  -0.3289
H -0.89369 -3.23875 -2.49837  0.6943
H -1.96350 -1.84593 -2.70539  0.4903
H -3.34004 -1.69774 1.82996  0.2901
H -4.74471 0.22319 2.34868  0.3952
H -4.78897 2.19309 0.83134  0.3440
H -3.40632 2.17693 -1.21902  0.4467
H -2.00555 0.24620 -1.74737  -0.0271
H -4.29343 -2.40960 -1.73382  0.2470
H -6.04102 -4.12231 -1.95101  0.3762
H -5.79599 -6.30257 -0.80381  0.3380
H -3.77704 -6.74154 0.56943  0.3738
H -2.03329 -5.01195 0.77525  0.3624
N 3.59331 4.66678 -3.50308  -0.5364
C 3.74359 3.55790 -2.68686  1.2071
C 4.40991 2.41570 -3.13738  -0.7987
C 4.45547 1.30846 -2.30917  -0.4580
N 3.91923 1.26003 -1.09643  0.0528
C 3.27590 2.35394 -0.68185  -0.3340
C 3.15773 3.50958 -1.42817  -0.8299
H 4.26000 4.78119 -4.24662  0.1993
H 3.30447 5.52047 -3.05605  0.2154
H 4.84995 2.37111 -4.12561  0.3212
H 4.94349 0.40434 -2.65405  0.3565
H 2.78538 2.31813 0.28473  0.3705
H 2.57386 4.32876 -1.03170  0.2427